w:
The molecule C11H17P. Source: the OMol25 dataset; level of theory: ωB97M-V/def2-TZVPD.

Last columns: bonded neighbours and bond lengths (Å).
CARTESIAN COORDINATES (ANGSTROEM)
1 C 6.8748 0.0958 -0.1126  C2 1.470, H13 1.054, H14 1.094, H15 1.082
2 C 5.4056 0.1474 -0.0893  C1 1.470, C3 1.221
3 C 4.1960 0.0030 -0.1693  C2 1.221, C4 1.446
4 C 2.8134 0.4194 -0.0976  C3 1.446, P5 1.635, H16 1.107
5 P 1.4637 -0.4081 -0.5040  C4 1.635, C6 1.737
6 C 0.3194 0.8196 -0.0569  P5 1.737, C7 1.374, H17 1.138
7 C -1.0313 0.7054 0.1668  C6 1.374, C8 1.535, C9 1.516
8 C -1.8270 2.0186 0.1747  C7 1.535, H18 1.104, H19 1.116, H20 1.113
9 C -1.8516 -0.5538 0.3652  C7 1.516, C10 1.476, C11 1.584, C12 1.554
10 C -1.0424 -1.7022 0.8180  C9 1.476, H21 1.142, H22 1.136, H23 1.084
11 C -2.8275 -0.3094 1.5886  C9 1.584, H24 1.095, H25 1.155, H26 1.028
12 C -2.6543 -0.7253 -0.9541  C9 1.554, H27 1.047, H28 1.080, H29 1.135
13 H 7.2242 0.3256 0.8545  C1 1.054
14 H 7.2751 0.8442 -0.8031  C1 1.094
15 H 7.2753 -0.8594 -0.4267  C1 1.082
16 H 2.6582 1.2811 0.5806  C4 1.107
17 H 0.6900 1.8869 0.0771  C6 1.138
18 H -1.1488 2.7771 -0.2535  C8 1.104
19 H -2.0243 2.3034 1.2357  C8 1.116
20 H -2.7476 1.8678 -0.4326  C8 1.113
21 H -0.2652 -1.5299 1.6365  C10 1.142
22 H -0.4188 -2.2546 0.0451  C10 1.136
23 H -1.7447 -2.4922 1.0599  C10 1.084
24 H -3.2551 0.6968 1.5302  C11 1.095
25 H -2.2949 -0.1425 2.6001  C11 1.155
26 H -3.5638 -1.0261 1.6130  C11 1.028
27 H -2.8940 -1.7123 -1.2076  C12 1.047
28 H -2.0708 -0.1871 -1.6870  C12 1.080
29 H -3.5801 -0.0851 -0.8054  C12 1.135

The spin multiplicity is 1. The value obtained for the orbital gap is 7.845 eV. As for the total charge: 0. As for the SMILES: CC#C/C=P/C=C(/C)C(C)(C)C.

Partial charges, Löwdin, in e: -0.10, -0.08, -0.13, -0.47, 0.96, -0.36, -0.32, -0.06, -0.57, -0.14, -0.05, -0.01, 0.05, 0.08, 0.08, 0.06, 0.09, 0.08, 0.09, 0.09, 0.11, 0.06, 0.08, 0.05, 0.12, 0.05, 0.06, 0.08, 0.10

x:
A cluster of 2 separate species, C11H17P in total. Source: the OMol25 dataset; level of theory: ωB97M-V/def2-TZVPD.

Last columns: bonded neighbours and bond lengths (Å).
CARTESIAN COORDINATES (ANGSTROEM)
1 C -5.0034 -1.7375 1.5808  C2 1.203, H13 1.070
2 C -4.3494 -0.7863 1.2428  C1 1.203
3 C -0.0680 1.0822 0.4483  C5 1.346, P12 1.931, H14 1.055
4 C -2.8467 1.0448 -0.0763  C6 1.476, P12 1.594
5 C 1.1827 0.6993 0.1311  C3 1.346, C7 1.488, C11 1.512
6 C -3.9146 1.6961 -0.8591  C4 1.476, H15 1.136, H16 1.132, H17 1.126
7 C 2.1852 1.7980 0.1876  C5 1.488, H18 1.171, H19 1.137, H20 1.095
8 C 2.0894 -1.2755 1.1681  C11 1.568, H21 1.090, H22 1.152, H23 1.145
9 C 0.7411 -1.6482 -0.9316  C11 1.521, H24 1.131, H25 1.177, H26 1.114
10 C 3.0129 -0.5782 -1.1419  C11 1.621, H27 1.114, H28 1.080, H29 1.076
11 C 1.6804 -0.6832 -0.2254  C5 1.512, C8 1.568, C9 1.521, C10 1.621
12 P -1.7201 0.0852 0.5150  C3 1.931, C4 1.594
13 H -5.6680 -2.0692 2.3515  C1 1.070
14 H -0.2630 2.0799 0.7307  C3 1.055
15 H -4.4187 0.9330 -1.5327  C6 1.136
16 H -3.5092 2.5945 -1.4161  C6 1.132
17 H -4.5737 2.2226 -0.1131  C6 1.126
18 H 1.6133 2.7985 0.3963  C7 1.171
19 H 2.9773 1.8070 -0.6282  C7 1.137
20 H 2.8521 1.7517 1.0553  C7 1.095
21 H 1.3430 -1.3714 1.9562  C8 1.090
22 H 2.9832 -0.6873 1.5954  C8 1.152
23 H 2.4263 -2.3549 0.9907  C8 1.145
24 H 0.5076 -1.2914 -1.9795  C9 1.131
25 H -0.3024 -1.6595 -0.3862  C9 1.177
26 H 1.2551 -2.6352 -0.8902  C9 1.114
27 H 2.6872 -0.0001 -2.0368  C10 1.114
28 H 3.1898 -1.5939 -1.4634  C10 1.080
29 H 3.9107 -0.2210 -0.6692  C10 1.076

The spin multiplicity is 1. The value obtained for the orbital gap (alpha / beta) is 6.279 / 7.216 eV. As for the total charge: 0.

Partial charges, Löwdin, in e: -0.16, -0.17, -0.24, -0.37, -0.35, -0.18, -0.08, -0.05, -0.08, -0.05, -0.56, 0.96, -0.02, 0.03, 0.11, 0.10, 0.09, 0.11, 0.09, 0.08, 0.08, 0.10, 0.10, 0.10, 0.04, 0.09, 0.10, 0.07, 0.07

Most stable structure: w